No. 1
Molecular formula: C35H30BrN6Se2Sn
Method: DFT, wB97M-V/def2-TZVPD

Positions of all 75 atoms, in Å:
Sn 0.7465 0.2318 -0.0121
Se 5.0257 -0.7091 0.8226
Se 3.1616 -2.0049 0.4667
C 2.4216 -2.0329 2.2517
C 1.8836 -3.2355 2.6996
C 1.3305 -3.2575 3.9682
C 1.3418 -2.0942 4.7262
C 1.9087 -0.9547 4.1792
N 2.4352 -0.9163 2.9538
C 4.4792 1.0251 0.1857
C 5.2528 2.0990 0.6124
C 5.0249 3.3391 0.0445
C 4.0383 3.4623 -0.9222
C 3.3045 2.3377 -1.2515
N 3.5088 1.1347 -0.7061
H 1.9102 -4.1191 2.0762
H 0.9156 -4.1743 4.3681
H 0.9359 -2.0715 5.7282
H 1.9454 -0.0286 4.7416
H 6.0173 1.9582 1.3652
H 5.6143 4.1947 0.3463
H 3.8359 4.4062 -1.4086
H 2.5159 2.3917 -1.9932
C 1.6442 -0.9902 -4.2417
C 0.3799 -1.1497 -4.7869
C -0.7418 -0.8713 -4.0208
C -0.6038 -0.4377 -2.7011
C 0.6746 -0.2733 -2.1392
C 1.7835 -0.5550 -2.9275
C -1.7897 -0.1209 -1.8698
C -3.1219 -0.2809 -2.3322
C -4.1594 0.0430 -1.5166
C -3.9168 0.5529 -0.2198
C -4.9528 0.9147 0.6711
C -4.6571 1.4159 1.9061
C -3.3097 1.5819 2.2922
C -2.2873 1.2356 1.4524
C -2.5736 0.7010 0.1745
N -1.5499 0.3452 -0.6588
H 2.5257 -1.2035 -4.8332
H 0.2603 -1.4882 -5.8075
H -1.7167 -0.9997 -4.4716
H 2.7780 -0.4391 -2.5118
H -3.3171 -0.6649 -3.3212
H -5.1814 -0.0807 -1.8546
H -5.9815 0.7902 0.3561
H -5.4489 1.6948 2.5877
H -3.0842 1.9988 3.2653
H -1.2567 1.3868 1.7526
Br 1.1991 3.4395 1.7845
C 0.2881 3.7837 0.1574
C -0.2521 5.0449 -0.0419
C -0.8864 5.2878 -1.2474
C -0.9486 4.2754 -2.1956
C -0.3840 3.0528 -1.8891
N 0.2233 2.8015 -0.7230
H -0.1681 5.7992 0.7260
H -1.3214 6.2580 -1.4472
H -1.4219 4.4276 -3.1550
H -0.4017 2.2328 -2.5974
C -2.4855 -3.5343 2.7931
C -1.5984 -3.2838 1.6225
C -1.2437 -4.0692 0.5491
C -0.3733 -3.2829 -0.2341
N -0.1942 -2.0982 0.3374
N -0.9567 -2.1133 1.4533
C 0.2763 -3.6491 -1.5256
H -2.9193 -4.5291 2.7264
H -3.3002 -2.8100 2.8319
H -1.9312 -3.4675 3.7308
H -1.5751 -5.0730 0.3435
H -0.8993 -1.3439 2.1019
H 0.3530 -4.7322 -1.6085
H 1.2739 -3.2200 -1.6033
H -0.3026 -3.2840 -2.3762

Calculated values
Lowest unoccupied orbital energy (eV): -2.83
E (eV): -252285.751
Orbital gap (eV): 7.41
Max |F| (eV Å⁻¹): 0.16
HOMO (eV): -10.24
Charge: +1

***

No. 2
Molecular formula: C35H30ClIMgNO8P3S2
Method: DFT, wB97M-V/def2-TZVPD

Positions of all 82 atoms, in Å:
Mg -0.5071 1.6073 0.6376
C -4.0668 3.3496 2.5175
C -3.6452 1.8930 2.6652
O -4.4850 1.1810 3.6011
P -1.9157 1.7585 3.2570
O -2.0647 1.5100 4.8298
O -1.2908 3.1982 3.2391
O -1.0992 0.6871 2.5886
P -3.6546 1.0588 1.0073
O -3.3472 -0.4764 1.4219
O -5.0252 1.1182 0.4580
O -2.4551 1.6589 0.2904
H -3.9438 3.8986 3.4526
H -5.1098 3.3771 2.1996
H -3.4642 3.8298 1.7440
H -5.0511 0.5984 3.0802
H -2.9695 1.1915 5.0030
H -1.0438 3.4916 2.2835
H -2.3968 -0.5599 1.6187
Cl 4.5983 5.8144 2.9676
C 3.1301 5.1504 2.2756
C 2.2555 5.9938 1.6573
C 1.0620 5.4863 1.1147
I -0.3244 6.7843 0.2392
C 0.7216 4.1468 1.1843
O -0.4241 3.6463 0.7751
C 1.6617 3.2819 1.8414
N 1.2927 1.9783 1.9113
C 2.0742 1.1366 2.5346
C 3.3209 1.5140 3.0611
C 3.7213 2.8160 2.9865
C 2.8686 3.7647 2.3844
H 2.4784 7.0496 1.5951
H 1.7278 0.1108 2.5882
H 3.9634 0.7642 3.5041
H 4.6784 3.1323 3.3780
S 2.7250 1.2384 -0.4810
C 2.4174 1.2028 -2.1892
C 3.4834 1.2803 -3.1087
C 3.2868 1.2806 -4.4814
C 1.9925 1.2280 -4.9897
C 0.9251 1.1350 -4.1066
C 1.1035 1.0922 -2.7167
S -0.3551 0.8309 -1.7521
H 4.4882 1.3247 -2.7038
H 4.1416 1.3151 -5.1512
H 1.8160 1.2610 -6.0606
H -0.0907 1.0756 -4.4854
C -0.4933 -5.9491 1.9018
C -1.2315 -4.8349 2.2781
C -1.1325 -3.6578 1.5475
C -0.3006 -3.5538 0.4298
C 0.4518 -4.6779 0.0817
C 0.3506 -5.8636 0.8016
P -0.2943 -1.8576 -0.4320
C 1.2279 -2.1162 -1.4280
C 1.2638 -2.1462 -2.8182
C 2.4665 -2.3249 -3.4892
C 3.6512 -2.4532 -2.7784
C 3.6300 -2.3969 -1.3914
C 2.4274 -2.2183 -0.7246
C -1.6492 -2.3151 -1.6241
C -1.6153 -3.4988 -2.3627
C -2.6442 -3.8272 -3.2369
C -3.7387 -2.9818 -3.3717
C -3.7869 -1.8054 -2.6386
C -2.7463 -1.4743 -1.7805
H -0.5718 -6.8761 2.4586
H -1.8787 -4.8831 3.1476
H -1.7163 -2.7900 1.8439
H 1.1316 -4.6307 -0.7608
H 0.9372 -6.7244 0.4999
H 0.3488 -2.0060 -3.3797
H 2.4838 -2.3263 -4.5730
H 4.5917 -2.5655 -3.3056
H 4.5518 -2.4625 -0.8248
H 2.4111 -2.1533 0.3574
H -0.7802 -4.1792 -2.2536
H -2.5895 -4.7446 -3.8135
H -4.5408 -3.2356 -4.0570
H -4.6340 -1.1345 -2.7252
H -2.7853 -0.5416 -1.2458

Calculated values
Lowest unoccupied orbital energy (eV): 3.73
E (eV): -130270.208
Orbital gap (eV): 4.55
Max |F| (eV Å⁻¹): 1.51
HOMO (eV): -0.82
Charge: -2

***

No. 3
Molecular formula: C35H30F3N3O4S
Method: DFT, wB97M-V/def2-TZVPD

Positions of all 76 atoms, in Å:
F -2.5010 -1.7880 4.3661
C -1.4199 -2.1852 3.6606
F -0.7297 -1.0786 3.2741
F -0.6262 -2.9400 4.4498
S -1.9642 -3.1815 2.1308
C -0.4579 -3.5775 1.3457
C -0.3569 -4.4077 0.2170
C 0.9488 -4.7193 -0.3212
C 1.1063 -5.4980 -1.4482
C -0.0315 -6.0258 -2.1094
N 0.0934 -6.8078 -3.2909
O -0.9596 -7.2374 -3.8302
O 1.2367 -7.0393 -3.7506
C -1.3213 -5.7664 -1.5988
C -1.4815 -4.9901 -0.4697
O -2.5992 -4.3656 2.6718
O -2.7177 -2.2466 1.3155
H 0.4341 -3.2168 1.8565
H 1.8133 -4.3129 0.2046
H 2.0945 -5.7171 -1.8474
H -2.1748 -6.1945 -2.1199
H -2.4940 -4.8342 -0.1018
C 2.2806 1.8538 -5.7981
N 2.3559 0.7538 -4.8233
C 3.6907 0.3682 -4.4777
C 4.5281 1.2603 -3.7857
C 5.8239 0.8761 -3.4461
C 6.3125 -0.3781 -3.8338
C 5.4937 -1.2503 -4.5602
C 4.1880 -0.8835 -4.8847
C 1.3479 0.7151 -3.8266
C 0.5387 -0.4325 -3.6879
C -0.4322 -0.4890 -2.7080
C -0.6341 0.5909 -1.7910
C -1.5379 0.3807 -0.7233
C -1.8344 1.2218 0.3754
C -2.9810 0.9095 1.1668
C -3.3828 1.7153 2.2104
C -2.6446 2.8674 2.5447
N -3.0224 3.6532 3.6664
C -3.5732 4.9803 3.3467
C -2.2033 3.5798 4.8397
C -0.9925 4.2839 4.9157
C -0.1918 4.1589 6.0517
C -0.6221 3.3853 7.1366
C -1.8502 2.7158 7.0755
C -2.6363 2.7999 5.9285
C -1.5202 3.2046 1.7734
C -1.0600 2.3441 0.7906
C 0.0838 1.7970 -2.0638
C 1.1081 1.8240 -2.9974
H 1.2315 2.1230 -5.9620
H 2.8404 2.7316 -5.4450
H 2.7217 1.5080 -6.7417
H 4.1352 2.2463 -3.5131
H 6.4499 1.5660 -2.8793
H 7.3301 -0.6691 -3.5723
H 5.8701 -2.2236 -4.8786
H 3.5229 -1.5389 -5.4539
H 0.6994 -1.2604 -4.3766
H -1.0683 -1.3691 -2.6121
H -2.1090 -0.5463 -0.7640
H -3.5309 0.0024 0.9321
H -4.2590 1.4716 2.8085
H -3.7178 5.5377 4.2788
H -2.9030 5.5371 2.6755
H -4.5397 4.8462 2.8439
H -0.6848 4.8997 4.0640
H 0.7692 4.6731 6.0817
H 0.0008 3.3050 8.0278
H -2.2019 2.1226 7.9205
H -3.5971 2.2859 5.8361
H -0.9854 4.1300 1.9932
H -0.0819 2.5243 0.3528
H -0.1705 2.7198 -1.5480
H 1.7535 2.7010 -3.0870

Calculated values
Lowest unoccupied orbital energy (eV): -3.33
E (eV): -68422.446
Orbital gap (eV): 2.66
Max |F| (eV Å⁻¹): 2.16
HOMO (eV): -6.00

***

No. 4
Molecular formula: C35H30GeN2O2Zn
Method: DFT, wB97M-V/def2-TZVPD

Positions of all 71 atoms, in Å:
Zn -0.1420 1.8832 0.6830
O -1.5629 3.4060 0.9260
C -2.7994 3.3610 0.6284
C -3.4620 4.5430 0.1615
C -4.7954 4.5676 -0.1630
C -5.5950 3.4213 -0.0458
C -4.9954 2.2651 0.4123
C -3.6416 2.1984 0.7517
C -3.1379 0.9336 1.2601
N -1.9255 0.7397 1.5667
C -1.4460 -0.5167 2.0668
C -0.4345 -0.1997 3.1623
N 0.5036 0.7901 2.6606
C 1.6638 0.8262 3.1825
C 2.6935 1.8028 2.9045
C 3.9217 1.6429 3.5602
C 4.9581 2.5410 3.4346
C 4.7470 3.6707 2.6219
C 3.5609 3.8699 1.9690
C 2.4637 2.9409 2.0491
O 1.4005 3.1592 1.4065
H -2.8452 5.4287 0.0632
H -5.2374 5.4929 -0.5219
H -6.6451 3.4397 -0.3099
H -5.5869 1.3585 0.5166
H -3.8791 0.1250 1.3718
H -0.9248 -1.0222 1.2502
H -2.2452 -1.1802 2.4280
H 0.0738 -1.1124 3.5029
H -0.9707 0.2333 4.0157
H 1.9398 0.0717 3.9378
H 4.0449 0.7659 4.1921
H 5.9004 2.3858 3.9448
H 5.5438 4.4005 2.5078
H 3.4059 4.7380 1.3392
C 0.2163 1.0170 -1.0571
Ge 0.2955 -0.7880 -1.3994
C -1.2664 -2.1108 -1.1970
C -2.3838 -1.8750 -2.0061
C -3.5544 -2.6095 -1.8857
C -3.6499 -3.6153 -0.9291
C -2.5624 -3.8671 -0.1059
C -1.3921 -3.1238 -0.2449
C 1.7183 -1.6868 -0.3323
C 2.5551 -0.8781 0.4378
C 3.5852 -1.4174 1.1997
C 3.8123 -2.7884 1.1916
C 3.0043 -3.6107 0.4156
C 1.9695 -3.0601 -0.3330
C 0.7225 -1.2067 -3.3174
C 0.5703 -2.4669 -3.8965
C 0.9064 -2.7043 -5.2251
C 1.3954 -1.6694 -6.0120
C 1.5450 -0.4037 -5.4570
C 1.2161 -0.1820 -4.1249
H -0.3745 1.5020 -1.8493
H -2.3358 -1.0776 -2.7432
H -4.4004 -2.3927 -2.5298
H -4.5653 -4.1870 -0.8205
H -2.6257 -4.6418 0.6522
H -0.5614 -3.3391 0.4218
H 2.3880 0.1948 0.4180
H 4.2119 -0.7594 1.7925
H 4.6186 -3.2143 1.7797
H 3.1811 -4.6816 0.3951
H 1.3472 -3.7169 -0.9340
H 0.1650 -3.2798 -3.3004
H 0.7817 -3.6956 -5.6496
H 1.6555 -1.8478 -7.0502
H 1.9214 0.4122 -6.0657
H 1.3401 0.7997 -3.6754

Calculated values
Lowest unoccupied orbital energy (eV): 4.74
E (eV): -148790.701
Orbital gap (eV): 4.52
Max |F| (eV Å⁻¹): 0.13
HOMO (eV): 0.22
Charge: -2

***

No. 5
Molecular formula: C35H30N2O6P2RuS2
Method: DFT, wB97M-V/def2-TZVPD

Positions of all 78 atoms, in Å:
Ru 0.4576 1.8024 1.6340
S 2.3983 0.3699 2.2251
P 1.4394 -0.6612 0.7736
C -0.1277 0.0261 0.7332
P -1.7242 -0.5977 0.9485
S -2.8383 0.0517 2.4588
C -2.6885 -0.2718 -0.5756
C -4.0068 -0.7139 -0.6774
C -4.7517 -0.4276 -1.8091
C -4.1967 0.3180 -2.8447
C -2.8900 0.7684 -2.7461
C -2.1382 0.4634 -1.6159
C -1.7536 -2.4305 1.0041
C -1.7675 -3.1893 -0.1622
C -1.7976 -4.5754 -0.1003
C -1.8006 -5.2155 1.1294
C -1.7778 -4.4640 2.2972
C -1.7594 -3.0799 2.2346
C 2.3292 -0.4160 -0.8019
C 3.7128 -0.2873 -0.8231
C 4.3801 -0.1642 -2.0331
C 3.6704 -0.1723 -3.2272
C 2.2889 -0.2969 -3.2093
C 1.6211 -0.4149 -1.9982
C 1.6094 -2.4709 0.9568
C 1.5238 -3.3255 -0.1399
C 1.6788 -4.6927 0.0276
C 1.9241 -5.2181 1.2883
C 2.0093 -4.3728 2.3843
C 1.8533 -3.0045 2.2185
H -4.4453 -1.2664 0.1449
H -5.7751 -0.7751 -1.8819
H -4.7874 0.5509 -3.7221
H -2.4529 1.3598 -3.5422
H -1.1199 0.8173 -1.5218
H -1.7674 -2.6941 -1.1267
H -1.8126 -5.1550 -1.0154
H -1.8208 -6.2975 1.1785
H -1.7828 -4.9589 3.2608
H -1.7797 -2.4832 3.1383
H 4.2589 -0.2559 0.1115
H 5.4573 -0.0521 -2.0435
H 4.1938 -0.0685 -4.1697
H 1.7279 -0.2851 -4.1356
H 0.5411 -0.4952 -1.9722
H 1.3488 -2.9234 -1.1300
H 1.6089 -5.3494 -0.8309
H 2.0477 -6.2866 1.4154
H 2.1996 -4.7777 3.3705
H 1.9317 -2.3353 3.0672
O -1.2608 2.8233 0.9803
C -1.4068 3.2129 -0.1733
C -0.4399 3.2592 -1.2416
C -0.9016 3.7645 -2.4584
C -0.0548 3.9072 -3.5305
C 1.3098 3.5795 -3.4136
C 1.7871 3.0853 -2.2397
C 0.9359 2.8634 -1.1117
O 1.4427 2.3061 -0.0908
N -0.5693 4.4073 -4.7831
O 0.2155 4.5656 -5.7067
O -1.7630 4.6569 -4.8675
H -2.4030 3.5974 -0.4383
H -1.9416 4.0455 -2.5635
H 1.9566 3.7200 -4.2677
H 2.8263 2.8072 -2.1257
N -0.1766 1.3935 3.6347
C 0.5143 2.1345 4.7047
C 0.3825 3.6419 4.5548
C 1.2656 4.2236 3.4342
O 2.0608 5.1109 3.7165
O 1.0476 3.7452 2.2656
H -1.1922 1.4600 3.6892
H 0.0401 0.4032 3.7150
H 1.5671 1.8460 4.6768
H 0.1108 1.8189 5.6720
H 0.6580 4.1271 5.4901
H -0.6611 3.8885 4.3333

Calculated values
Lowest unoccupied orbital energy (spin up / spin down) (eV): 2.05 / 1.90
⟨S²⟩: 0.756
E (eV): -94880.174
Orbital gap (spin up / spin down) (eV): 6.91 / 7.10
Multiplicity: 2
Max |F| (eV Å⁻¹): 0.97
HOMO (spin up / spin down) (eV): -4.86 / -5.20
Charge: -1

***

No. 6
Molecular formula: C35H31AuN2O2Sb
Method: DFT, wB97M-V/def2-TZVPD

Positions of all 72 atoms, in Å:
Au 1.0011 0.8852 -0.4488
O 1.1180 1.9650 1.1855
C 2.3059 2.4398 1.5919
C 2.3930 2.7342 2.9551
C 3.5180 3.3343 3.4787
C 4.6035 3.6550 2.6621
C 4.5410 3.3496 1.3247
C 3.4105 2.7314 0.7581
C 3.5157 2.3788 -0.6365
N 2.6582 1.6744 -1.2789
N 2.8781 1.2853 -2.5865
C 2.0160 0.3954 -2.9615
O 0.9911 -0.0172 -2.2195
C 2.1300 -0.2268 -4.2941
C 3.2720 -0.0199 -5.0661
C 3.3718 -0.6038 -6.3163
C 2.3376 -1.3944 -6.8010
C 1.2009 -1.6028 -6.0332
C 1.0952 -1.0219 -4.7801
H 1.5403 2.4895 3.5759
H 3.5557 3.5566 4.5371
H 5.4833 4.1262 3.0756
H 5.3802 3.5765 0.6785
H 4.4027 2.6826 -1.1867
H 4.0702 0.5975 -4.6791
H 4.2585 -0.4441 -6.9148
H 2.4192 -1.8494 -7.7793
H 0.3959 -2.2185 -6.4113
H 0.2132 -1.1832 -4.1760
C 1.7977 -2.3287 0.5191
C 0.5092 -3.0540 0.8021
C 0.5313 -4.4276 1.0287
C -0.6278 -5.1386 1.3001
C -1.8500 -4.4877 1.3507
C -1.8979 -3.1213 1.1264
C -0.7301 -2.4094 0.8571
Sb -1.0157 -0.3392 0.5946
C -1.2715 0.3896 2.5470
C -0.8961 -0.4456 3.5933
C -0.9818 0.0076 4.9022
C -1.4435 1.2905 5.1486
C -1.8159 2.1177 4.0969
C -1.7335 1.6897 2.7768
C -2.1165 2.6082 1.6500
C -2.7084 -0.1679 -0.6438
C -2.4064 -0.0715 -2.0050
C -3.4227 0.0179 -2.9390
C -4.7426 0.0153 -2.5092
C -5.0349 -0.0805 -1.1605
C -4.0312 -0.1770 -0.1961
C -4.4404 -0.2791 1.2496
H 2.6430 -3.0115 0.5798
H 1.9740 -1.5272 1.2428
H 1.7951 -1.8973 -0.4842
H 1.4802 -4.9481 0.9905
H -0.5740 -6.2055 1.4709
H -2.7587 -5.0355 1.5597
H -2.8571 -2.6165 1.1551
H -0.5443 -1.4518 3.3963
H -0.6951 -0.6405 5.7192
H -1.5215 1.6513 6.1659
H -2.1800 3.1167 4.3035
H -2.6386 3.4877 2.0226
H -2.7747 2.1174 0.9285
H -1.2246 2.9494 1.1196
H -1.3755 -0.0630 -2.3410
H -3.1867 0.0924 -3.9919
H -5.5475 0.0882 -3.2285
H -6.0687 -0.0838 -0.8355
H -4.9466 0.6335 1.5701
H -3.6030 -0.4381 1.9267
H -5.1438 -1.1014 1.3871

Calculated values
Lowest unoccupied orbital energy (eV): -3.84
E (eV): -54096.217
Orbital gap (eV): 7.21
Max |F| (eV Å⁻¹): 0.33
HOMO (eV): -11.05
Charge: +1